Below is the molecule C7H10, with properties calculated with ωB97M-V/def2-TZVPD.

```
17
C7H10, DFT ωB97M-V/def2-TZVPD
C -0.97627 0.14008 1.50964
C 0.45062 0.57965 1.71584
C 0.00460 0.04948 0.39230
C 0.40836 -1.30140 -0.20000
C 0.38013 -1.02137 -1.68148
C 0.10545 0.25325 -1.96305
C -0.19747 1.06609 -0.72995
H -1.73910 0.89710 1.33510
H -1.30263 -0.77867 1.98944
H 1.11388 -0.03306 2.32152
H 0.65298 1.64704 1.76603
H 1.40679 -1.63023 0.12241
H -0.29096 -2.09922 0.09031
H 0.57617 -1.79671 -2.41792
H 0.13333 0.68105 -2.96035
H 0.45341 1.94569 -0.62773
H -1.23157 1.45558 -0.66720
```

As for the SMILES: C1=CCC2(C1)CC2. The energy relative to the best compared isomer or geometry (same formula, charge and spin) comes out at 123.2 kJ/mol. Its HOMO energy is -9.00 eV. The orbital gap comes out at 10.178 eV. For the LUMO energy, the calculation gives 0.043 Eh. The calculation puts the total energy at -7419.758 eV.

Formally, the Löwdin partial charges of the atoms, in units of the elementary charge, are as follows: number 1, C, carries -0.09; number 2, C, carries -0.08; number 3, C, carries -0.45; number 4, C, carries -0.12; number 5, C, carries -0.09; number 6, C, carries -0.09; number 7, C, carries -0.13; number 8, H, carries 0.10; number 9, H, carries 0.10; number 10, H, carries 0.10; number 11, H, carries 0.10; number 12, H, carries 0.12; number 13, H, carries 0.11; number 14, H, carries 0.10; number 15, H, carries 0.10; number 16, H, carries 0.11; number 17, H, carries 0.12

***

Below is the molecule C7H10, with properties calculated with ωB97M-V/def2-TZVPD.

```
17
C7H10, DFT ωB97M-V/def2-TZVPD
C -1.19194 -1.34890 0.04534
C -0.28560 -0.63772 -0.96082
C -0.46867 0.86367 -1.03407
C -0.87799 1.64748 -0.03907
C 1.21200 -0.76800 -0.62678
C 1.59124 -0.32216 0.54223
C 1.67206 0.39882 1.62785
H -2.24602 -1.13178 -0.15931
H -1.04457 -2.43308 -0.00587
H -0.96842 -1.03288 1.06991
H -0.45634 -1.07179 -1.95432
H -0.05872 1.32198 -1.93560
H 1.58916 1.47769 1.49120
H -0.82993 2.72900 -0.12794
H -1.26063 1.25051 0.89764
H 1.91405 -1.03777 -1.41004
H 1.76070 0.01459 2.63815
```

As for the SMILES: C=C=C[C@@H](C)C=C. The energy relative to the best compared isomer or geometry (same formula, charge and spin) comes out at 246.8 kJ/mol. Its HOMO energy is -9.08 eV. The orbital gap comes out at 10.210 eV. For the LUMO energy, the calculation gives 0.041 Eh. The calculation puts the total energy at -7418.477 eV.

Formally, the Löwdin partial charges of the atoms, in units of the elementary charge, are as follows: number 1, C, carries -0.08; number 2, C, carries -0.37; number 3, C, carries -0.16; number 4, C, carries -0.01; number 5, C, carries -0.08; number 6, C, carries -0.12; number 7, C, carries 0.01; number 8, H, carries 0.08; number 9, H, carries 0.08; number 10, H, carries 0.07; number 11, H, carries 0.13; number 12, H, carries 0.11; number 13, H, carries 0.07; number 14, H, carries 0.06; number 15, H, carries 0.06; number 16, H, carries 0.11; number 17, H, carries 0.06

***

Below is the molecule C7H10 in a non-equilibrium geometry, with properties calculated with ωB97M-V/def2-TZVPD.

```
17
C7H10, DFT ωB97M-V/def2-TZVPD
C 0.24641 0.45308 1.51718
C 0.80852 -0.12901 2.63570
C 1.05369 0.44920 -0.84162
C 0.22380 -0.02525 0.14072
C -1.07028 -0.72096 -0.15587
C -2.25046 -0.09242 0.00498
C 0.99666 0.11478 -2.23193
H -0.60342 1.16220 1.69510
H 1.25088 -1.11417 2.65981
H 0.85435 0.33621 3.64492
H 1.92494 1.05577 -0.54596
H -0.85451 -1.73275 -0.53721
H -3.22683 -0.57289 -0.04039
H -2.34661 0.96733 0.27070
H 0.96627 -1.02147 -2.44559
H 0.16277 0.44890 -2.91644
H 1.86383 0.42145 -2.85410
```

As for the SMILES: C=CC(C=C)=CC. The energy relative to the best compared isomer or geometry (same formula, charge and spin) comes out at 293.1 kJ/mol. Its HOMO energy is -8.74 eV. The orbital gap comes out at 9.821 eV. For the LUMO energy, the calculation gives 0.040 Eh. The calculation puts the total energy at -7417.997 eV.

Formally, the Löwdin partial charges of the atoms, in units of the elementary charge, are as follows: number 1, C, carries -0.16; number 2, C, carries 0.02; number 3, C, carries -0.13; number 4, C, carries -0.29; number 5, C, carries -0.13; number 6, C, carries 0.01; number 7, C, carries -0.15; number 8, H, carries 0.11; number 9, H, carries 0.04; number 10, H, carries 0.06; number 11, H, carries 0.11; number 12, H, carries 0.11; number 13, H, carries 0.05; number 14, H, carries 0.07; number 15, H, carries 0.10; number 16, H, carries 0.09; number 17, H, carries 0.07

***

Below is the molecule C7H10, with properties calculated with ωB97M-V/def2-TZVPD.

```
17
C7H10, DFT ωB97M-V/def2-TZVPD
C -1.85163 -0.48586 -0.02206
C -1.46764 0.87130 -0.55794
C -0.41149 -0.09233 -0.10628
C 0.64746 -0.80925 -0.95358
C 1.80199 -0.78893 0.09580
C 1.79275 0.65255 0.54871
C 0.49010 0.10667 1.09459
H -2.21929 -1.23098 -0.72468
H -2.31485 -0.53441 0.96164
H -1.57456 1.04828 -1.62612
H -1.66905 1.74365 0.06116
H 0.34954 -1.82160 -1.25061
H 0.95295 -0.26083 -1.85553
H 0.90163 -1.02547 1.25336
H 1.66409 1.42886 -0.20790
H 2.53864 0.91667 1.30046
H 0.15582 0.38365 2.09858
```

The energy relative to the best compared isomer or geometry (same formula, charge and spin) comes out at 482.8 kJ/mol. Its HOMO energy is -8.01 eV. The orbital gap comes out at 8.994 eV. For the LUMO energy, the calculation gives 0.036 Eh. The calculation puts the total energy at -7416.031 eV.

Formally, the Löwdin partial charges of the atoms, in units of the elementary charge, are as follows: number 1, C, carries -0.08; number 2, C, carries -0.08; number 3, C, carries -0.45; number 4, C, carries -0.15; number 5, C, carries -0.01; number 6, C, carries -0.20; number 7, C, carries -0.17; number 8, H, carries 0.10; number 9, H, carries 0.10; number 10, H, carries 0.10; number 11, H, carries 0.10; number 12, H, carries 0.10; number 13, H, carries 0.12; number 14, H, carries 0.14; number 15, H, carries 0.12; number 16, H, carries 0.10; number 17, H, carries 0.15

***

Below is the molecule C7H10, with properties calculated with ωB97M-V/def2-TZVPD.

```
17
C7H10, DFT ωB97M-V/def2-TZVPD
C 1.66090 -0.52062 -0.17540
C 0.82539 0.66792 -0.59700
C -0.08042 0.56654 -1.79455
C -0.66748 0.71675 -0.41850
C -1.42762 -0.40472 0.27261
C -1.07839 -0.44298 1.69862
C -0.71598 -0.40983 2.84701
H 2.60487 -0.53182 -0.73238
H 1.89262 -0.49192 0.89449
H 1.15096 -1.46884 -0.37894
H 1.32351 1.62559 -0.45616
H -0.14941 1.40148 -2.48615
H -0.14932 -0.41135 -2.26798
H -1.06609 1.70036 -0.17844
H -1.20896 -1.37573 -0.18803
H -2.50748 -0.24836 0.15504
H -0.38276 -0.37290 3.86002
```

As for the SMILES: C#CC[C@@H]1C[C@@H]1C. The energy relative to the best compared isomer or geometry (same formula, charge and spin) comes out at 239.6 kJ/mol. Its HOMO energy is -9.82 eV. The orbital gap comes out at 10.949 eV. For the LUMO energy, the calculation gives 0.041 Eh. The calculation puts the total energy at -7418.551 eV.

Formally, the Löwdin partial charges of the atoms, in units of the elementary charge, are as follows: number 1, C, carries -0.07; number 2, C, carries -0.30; number 3, C, carries -0.09; number 4, C, carries -0.27; number 5, C, carries -0.18; number 6, C, carries -0.14; number 7, C, carries 0.11; number 8, H, carries 0.08; number 9, H, carries 0.07; number 10, H, carries 0.08; number 11, H, carries 0.13; number 12, H, carries 0.10; number 13, H, carries 0.11; number 14, H, carries 0.14; number 15, H, carries 0.12; number 16, H, carries 0.12; number 17, H, carries 0.02

***

Below is a structure of composition C7H10, with properties calculated with ωB97M-V/def2-TZVPD.

```
17
C7H10, DFT ωB97M-V/def2-TZVPD
C -1.86211 -0.28577 0.60008
C -0.41980 0.10071 0.46429
C 0.06209 1.47424 0.33953
C 0.53419 0.68589 -0.83848
C 1.42723 -0.50229 -0.53499
C 0.76483 -0.79362 0.82393
C 0.52271 -1.14617 -1.50731
H -2.16474 -0.20977 1.65727
H -2.49759 0.39482 0.02579
H -2.02866 -1.31010 0.25675
H 0.80725 1.85526 1.02672
H -0.69507 2.20741 0.06224
H 0.34709 1.07763 -1.83628
H 2.49988 -0.42573 -0.66761
H 1.30358 -0.43307 1.70817
H 0.52171 -1.85291 0.93018
H 0.87741 -0.83653 -2.51028
```

The energy relative to the best compared isomer or geometry (same formula, charge and spin) comes out at 559.2 kJ/mol. Its HOMO energy is -7.84 eV. The orbital gap comes out at 8.607 eV. For the LUMO energy, the calculation gives 0.028 Eh. The calculation puts the total energy at -7415.239 eV.

Formally, the Löwdin partial charges of the atoms, in units of the elementary charge, are as follows: number 1, C, carries -0.03; number 2, C, carries -0.34; number 3, C, carries -0.09; number 4, C, carries -0.16; number 5, C, carries -0.37; number 6, C, carries -0.10; number 7, C, carries 0.11; number 8, H, carries 0.09; number 9, H, carries 0.08; number 10, H, carries 0.08; number 11, H, carries 0.11; number 12, H, carries 0.12; number 13, H, carries 0.13; number 14, H, carries 0.13; number 15, H, carries 0.12; number 16, H, carries 0.11; number 17, H, carries 0.02